## w
{
  "formula": "C9H14",
  "method": "ωB97M-V/def2-TZVPD",
  "smiles": "Cc1ccccc1.CC",
  "total_charge": 0,
  "symbols": ["C", "C", "H", "H", "H", "H", "H", "H", "C", "C", "C", "C", "C", "C", "C", "H", "H", "H", "H", "H", "H", "H", "H"],
  "xyz": [[1.9464, -1.0718, -0.8597], [2.2262, 0.2360, -1.5891], [2.3443, -1.8897, -1.4561], [2.5685, -1.1257, 0.0341], [0.8857, -1.1550, -0.6726], [1.3815, 0.9344, -1.6391], [2.6606, 0.1628, -2.5852], [2.9311, 0.7968, -0.9575], [-2.3772, -0.7436, -0.9261], [-1.4053, -0.0822, 0.0153], [-0.9430, 1.2163, -0.1087], [-1.2857, -0.7386, 1.2650], [-0.2487, 1.7660, 0.9708], [-0.4341, -0.2654, 2.2503], [0.0036, 1.0583, 2.1419], [-2.4860, -1.8028, -0.6559], [-2.0582, -0.7209, -1.9619], [-0.8040, 1.8614, -0.9723], [-1.8241, -1.6679, 1.3770], [0.0796, 2.8030, 0.9371], [-0.3353, -0.8504, 3.1607], [0.5101, 1.5562, 2.9627], [-3.3360, -0.2770, -0.7305]]
}

=====

## x
{
  "formula": "C9H14",
  "method": "ωB97M-V/def2-TZVPD",
  "smiles": "Cc1ccccc1.CC",
  "total_charge": 0,
  "symbols": ["C", "C", "H", "H", "H", "H", "H", "H", "C", "C", "C", "C", "C", "C", "C", "H", "H", "H", "H", "H", "H", "H", "H"],
  "xyz": [[-1.3799, 1.5390, 1.0720], [-1.0450, 3.0209, 1.0841], [-1.9750, 1.2780, 1.9460], [-1.8912, 1.1468, 0.2006], [-0.4980, 0.9010, 1.1289], [-0.4302, 3.3168, 0.2478], [-0.6328, 3.3262, 2.0357], [-1.9876, 3.5902, 1.0383], [2.6437, -1.2047, 0.3589], [0.2436, -1.9117, 0.2950], [1.2737, -1.1543, -0.2256], [-0.9959, -1.9728, -0.3344], [-1.1878, -1.2801, -1.5176], [1.0130, -0.3908, -1.3595], [-0.2134, -0.4313, -2.0163], [0.3661, -2.4903, 1.2029], [-1.8382, -2.5059, 0.0866], [2.6704, -1.7432, 1.2978], [3.0766, -0.2243, 0.5682], [-2.0954, -1.4258, -2.1001], [1.8325, 0.1882, -1.7823], [-0.3024, 0.1315, -2.9309], [3.3533, -1.7034, -0.2966]]
}

=====

## y
{
  "formula": "C9H14",
  "method": "ωB97M-V/def2-TZVPD",
  "smiles": "Cc1ccccc1.CC",
  "total_charge": 0,
  "symbols": ["C", "C", "H", "H", "H", "H", "H", "H", "C", "C", "C", "C", "C", "C", "C", "H", "H", "H", "H", "H", "H", "H", "H"],
  "xyz": [[0.3980, 1.6733, -2.5046], [0.4281, 0.4034, -3.4148], [-0.1194, 2.4897, -3.0014], [-0.1099, 1.4559, -1.5711], [1.3807, 1.8874, -2.1349], [0.5267, -0.4522, -2.7333], [1.3947, 0.2804, -3.9072], [-0.4517, 0.2482, -3.9912], [1.5969, 0.5030, 2.1669], [-0.6612, 0.4992, 1.2104], [0.3037, -0.2477, 1.9149], [-1.7388, -0.1408, 0.6186], [0.0460, -1.5354, 2.2686], [-1.8818, -1.6474, 0.7350], [-1.0549, -2.2031, 1.6680], [-0.4674, 1.5459, 1.0566], [-2.4711, 0.5212, 0.1053], [1.6079, 1.1777, 3.0310], [1.8601, 1.1076, 1.3053], [0.7061, -1.9594, 3.0203], [-2.4517, -2.0749, -0.0502], [-1.2218, -3.2641, 1.9470], [2.3807, -0.2679, 2.2609]]
}

=====

## z
{
  "formula": "C9H14",
  "method": "ωB97M-V/def2-TZVPD",
  "smiles": "Cc1ccccc1.CC",
  "total_charge": 0,
  "symbols": ["C", "C", "C", "C", "C", "C", "C", "H", "H", "H", "H", "H", "H", "H", "H", "C", "C", "H", "H", "H", "H", "H", "H"],
  "xyz": [[1.8332, -2.2435, -1.2773], [0.8912, -0.1477, -0.3575], [1.6655, -1.2750, -0.1160], [0.6388, 0.8556, 0.6285], [2.3924, -1.4996, 1.0675], [1.4178, 0.6810, 1.7784], [2.2420, -0.4214, 2.0548], [0.4869, -0.0587, -1.3249], [0.0302, 1.7611, 0.5619], [1.5596, -1.7465, -2.2377], [1.1506, -3.1533, -1.1857], [2.9910, -2.4026, 1.1188], [1.4134, 1.3584, 2.6268], [2.6839, -0.8264, 2.9884], [2.8650, -2.4411, -1.3895], [-2.7226, 0.9071, -0.2016], [-3.3210, 2.0232, -1.0809], [-1.9913, 0.3268, -0.7295], [-2.2042, 1.3270, 0.7978], [-3.4893, 0.2135, 0.0991], [-2.5856, 2.6979, -1.3990], [-3.8217, 1.4503, -1.8680], [-4.1259, 2.6140, -0.5544]]
}

=====

Stability summary: most stable x, least stable z.